[1]
Entry from the Open Molecules 2025 dataset: a structure of composition C13H18BLaN12S (ωB97M-V/def2-TZVPD).

Geometry (Å):
La1 0.124440 -0.084909 0.319193
S1 1.934569 1.921221 -1.082629
N1 -4.753107 0.977008 2.671282
N2 1.421814 2.029608 1.918563
N3 -2.485487 3.315052 -1.802232
N4 -3.285252 3.001847 -0.763125
N5 1.945212 -1.414223 -0.499455
N6 -2.272241 0.428599 1.552976
N7 2.470646 -2.093337 0.562823
N8 2.708818 4.353620 -0.470775
N9 -0.608736 -2.316566 1.038957
N10 0.406503 -2.849173 1.777800
N11 1.844930 3.204513 1.282106
N12 -1.404534 1.767673 -0.761518
C1 -3.077441 1.366541 1.043105
C2 -2.603858 2.066793 -0.159470
C3 2.172920 3.219464 -0.028888
C4 -1.553957 -3.267137 0.956656
C5 3.475745 -2.868728 0.145923
C6 3.640957 -2.692101 -1.220134
C7 -2.720590 -0.242021 2.614433
C8 -3.957768 0.036778 3.173660
C9 -1.376576 2.588507 -1.802699
C10 -1.159739 -4.407972 1.638853
C11 -4.314980 1.639462 1.605212
C12 0.098063 -4.097839 2.137708
C13 2.659014 -1.780841 -1.575476
B1 1.735182 -2.059466 1.930369
H1 -0.585511 2.676149 -2.530064
H2 0.783230 -4.689476 2.727659
H3 0.809471 2.310152 2.676946
H4 2.447756 -1.359561 -2.548136
H5 -4.312148 -0.510861 4.038145
H6 4.371876 -3.159887 -1.859357
H7 -1.702701 -5.332544 1.753299
H8 2.991397 4.409759 -1.435320
H9 -2.472895 -3.084446 0.418523
H10 -2.774122 4.023546 -2.460145
H11 2.224504 3.922730 1.881516
H12 1.406809 -0.870867 2.141746
H13 2.922755 5.134602 0.129742
H14 -4.956867 2.401559 1.178141
H15 -2.079878 -1.011370 3.025901
H16 4.016028 -3.493546 0.843081
H17 2.227176 1.567662 2.335158
H18 2.410402 -2.493276 2.812149

Force components x, y, z for each atom (eV/Å):
La -0.34 1.67 0.02
S 0.15 -0.05 0.00
N 0.12 -0.01 -0.06
N -0.17 -0.34 -0.12
N -0.17 0.15 -0.06
N 0.23 0.04 -0.18
N 0.69 -0.65 -0.41
N 0.08 -0.09 -0.04
N -0.08 -0.06 0.06
N 0.04 -0.05 -0.04
N -0.16 -0.54 0.17
N 0.06 -0.04 0.07
N 0.01 0.05 -0.06
N -0.25 -0.08 0.07
C 0.05 0.06 -0.14
C -0.01 -0.20 0.15
C -0.13 0.07 -0.06
C -0.04 0.04 0.04
C 0.11 0.03 0.01
C 0.03 -0.07 0.00
C 0.15 -0.02 0.08
C -0.19 0.15 -0.05
C -0.01 0.01 0.07
C 0.02 -0.06 0.00
C -0.21 -0.04 0.18
C -0.05 -0.03 0.05
C 0.06 0.09 0.04
B -0.03 -0.26 -0.18
H -0.03 0.00 0.00
H -0.05 0.08 -0.04
H -0.09 -0.02 0.07
H 0.00 -0.03 0.06
H -0.01 0.02 -0.02
H -0.07 0.03 0.06
H 0.05 0.09 -0.01
H 0.02 0.00 -0.01
H 0.04 0.00 0.02
H -0.01 0.04 -0.04
H 0.04 0.06 0.05
H 0.19 -0.09 0.25
H 0.00 0.00 0.00
H 0.01 -0.04 0.04
H 0.00 -0.03 -0.01
H -0.05 0.08 -0.06
H 0.07 -0.08 0.08
H -0.04 0.11 -0.04

Calculated values
Charge ... +2
Molecular weight ... 524.2 g/mol
F_max ... 0.0331 Eh/bohr
HOMO-LUMO gap ... 8.50 eV
Relative energy (zero: lowest compared OMol25 entry of this formula, charge and spin) ... 1.2 kcal per mole


[2]
Entry from the Open Molecules 2025 dataset: a structure of composition C36H30BKN14O3 (ωB97M-V/def2-TZVPD).

Geometry (Å):
K1 0.011950 0.018589 0.159741
O1 -2.155085 3.517746 -2.633856
O2 -3.010156 6.187152 -0.622290
O3 3.056781 3.821911 1.143593
N1 -0.666011 -3.356040 1.298352
N2 1.742721 0.740050 2.302750
N3 -0.696623 -2.297564 -1.392135
N4 -0.587881 -2.172302 1.951775
N5 1.608372 2.366156 0.078688
N6 -0.203542 -6.207217 0.396247
N7 -0.818006 5.851927 -1.103154
N8 2.221052 -2.045421 -0.226344
N9 1.719682 -2.981413 0.608285
N10 0.768282 -5.271803 0.354747
N11 -1.722965 1.969645 1.849439
N12 -0.570349 2.228014 -1.556777
N13 -0.052313 -3.450444 -1.133436
N14 -2.497018 0.337078 -1.109096
C1 -4.671955 -0.569824 -1.480605
C2 -0.752030 2.876200 1.894835
C3 0.652265 3.329525 -3.352162
C4 -4.062837 1.512826 -2.476427
C5 -2.983109 3.477709 0.477433
C6 2.904218 3.443613 -1.687600
C7 -1.762642 -2.000729 2.537397
C8 -1.885759 -3.907191 1.462654
C9 -2.817764 1.379341 -1.873744
C10 -1.986548 5.546695 -0.475199
C11 1.792538 -7.207591 0.076028
C12 -0.782227 4.064757 1.176272
C13 2.538621 1.809562 2.257357
C14 2.666127 0.173780 4.428582
C15 3.433571 2.117276 3.274054
C16 1.824418 3.845254 -3.810775
C17 0.155872 -4.149955 -2.265770
C18 3.560190 -2.248398 1.579840
C19 1.705321 2.879025 -1.152666
C20 2.444114 2.754869 1.068230
C21 0.405619 -7.370646 0.239322
C22 -0.896332 -2.277249 -2.699922
C23 1.974587 -5.845392 0.151041
C24 -0.375513 -3.430204 -3.312708
C25 -3.401933 -0.618772 -0.922777
C26 -2.631049 -3.071158 2.264742
C27 1.805436 -0.056965 3.363780
C28 3.324850 -1.600832 0.353325
C29 -5.004490 0.517937 -2.272368
C30 -1.908071 4.350501 0.428160
C31 3.497690 1.279910 4.376002
C32 2.964611 3.899845 -2.968818
C33 2.497849 -3.114046 1.702036
C34 -1.791661 2.480342 -2.081768
C35 -2.830763 2.294159 1.174828
C36 0.533106 2.813040 -2.023413
B1 0.431323 -3.763087 0.290799
H1 -0.170690 -8.283114 0.250478
H2 3.893544 4.305444 -3.350865
H3 -3.641886 -3.217204 2.605395
H4 -5.985733 0.590046 -2.725503
H5 2.238391 -3.812400 2.481674
H6 -0.217287 3.291493 -3.991139
H7 -3.090152 -1.455477 -0.306252
H8 -0.392052 -3.699746 -4.354700
H9 2.681999 -0.502677 5.272875
H10 -4.260436 2.390321 -3.075236
H11 0.077282 4.723091 1.196609
H12 -0.884931 6.528783 -1.844585
H13 -3.878911 3.694415 -0.088558
H14 3.771189 3.496482 -1.047367
H15 -3.614860 1.545436 1.155968
H16 3.904421 -0.825864 -0.124970
H17 -5.376597 -1.370231 -1.298217
H18 -0.116940 5.134096 -1.200079
H19 1.890442 4.211097 -4.828124
H20 2.545147 -7.963267 -0.069046
H21 0.653037 -5.106120 -2.247487
H22 4.045998 3.002212 3.181276
H23 -2.116480 -4.851968 1.002125
H24 1.141818 -0.915111 3.343787
H25 4.185003 1.492041 5.186007
H26 -1.940843 -1.106842 3.117468
H27 4.364590 -2.088739 2.277441
H28 2.866813 -5.247109 0.071180
H29 -1.407381 -1.440365 -3.152191
H30 0.118983 2.611124 2.475485

Force components x, y, z for each atom (eV/Å):
K 0.03 -0.05 0.00
O 0.01 -0.10 -0.08
O -0.02 0.02 0.07
O -0.04 -0.05 -0.01
N -0.02 0.02 0.04
N 0.03 0.07 -0.09
N -0.02 0.00 0.03
N 0.01 -0.02 -0.03
N 0.13 -0.10 -0.13
N 0.01 0.02 0.01
N 0.00 0.13 0.22
N -0.02 0.00 0.01
N 0.01 0.02 -0.05
N -0.04 -0.03 0.02
N -0.18 0.13 0.29
N 0.07 -0.01 0.04
N -0.01 0.01 0.03
N 0.05 -0.04 -0.17
C -0.01 -0.01 0.01
C -0.13 -0.04 -0.23
C 0.00 0.05 -0.06
C 0.00 -0.01 0.01
C -0.06 -0.08 0.07
C 0.03 0.06 -0.08
C -0.04 0.05 0.03
C -0.04 -0.03 -0.01
C 0.01 0.00 0.03
C 0.03 0.02 -0.13
C -0.02 0.02 0.00
C 0.04 -0.04 0.16
C -0.07 -0.05 -0.04
C 0.00 0.00 -0.01
C 0.04 -0.03 0.03
C -0.03 0.00 0.01
C 0.02 -0.01 -0.05
C -0.03 0.01 -0.02
C 0.00 -0.01 0.06
C 0.10 0.08 0.07
C 0.02 -0.03 -0.01
C 0.00 -0.02 -0.06
C 0.04 -0.01 0.00
C -0.01 0.01 0.03
C -0.01 0.02 0.00
C 0.04 -0.01 -0.02
C 0.01 -0.02 0.02
C 0.03 -0.01 0.03
C -0.01 0.02 -0.02
C 0.02 0.25 0.04
C 0.01 0.02 -0.01
C 0.03 -0.01 0.05
C 0.03 -0.01 0.02
C -0.04 -0.14 -0.14
C 0.06 0.02 0.00
C 0.03 -0.07 0.02
B 0.04 0.03 -0.02
H -0.01 0.00 0.00
H -0.01 0.00 0.00
H 0.00 0.00 0.00
H 0.00 0.00 0.00
H -0.01 0.00 0.00
H -0.01 -0.01 0.01
H -0.01 -0.01 -0.01
H 0.00 0.00 0.00
H -0.01 -0.01 -0.01
H 0.00 0.00 0.00
H -0.01 0.02 -0.04
H -0.01 -0.05 -0.04
H -0.01 -0.01 0.02
H -0.01 -0.01 0.01
H -0.02 0.01 0.05
H 0.00 0.00 -0.01
H 0.01 0.00 0.01
H -0.01 0.02 -0.05
H 0.00 0.00 0.00
H 0.00 0.00 0.00
H 0.00 0.00 0.02
H -0.01 0.00 -0.01
H 0.00 0.00 0.00
H 0.00 -0.01 0.01
H 0.00 0.00 0.00
H 0.00 0.00 0.00
H 0.00 0.00 0.00
H -0.01 0.00 0.00
H 0.00 0.01 0.01
H -0.02 0.02 0.07

Calculated values
Spin multiplicity ... 2
Charge ... -1
Molecular weight ... 756.6 g/mol
F_max ... 0.0071 Eh/bohr
HOMO-LUMO gap (alpha / beta) ... 7.19 / 6.59 eV
Relative energy (zero: lowest compared OMol25 entry of this formula, charge and spin) ... 0.0 kcal per mole
⟨S²⟩ ... 0.77


[3]
Entry from the Open Molecules 2025 dataset: a cluster of 2 separate species, C7H13NO5S in total (ωB97M-V/def2-TZVPD).

Geometry (Å):
S1 -0.128155 0.846648 -0.267727
O1 -0.593013 3.960451 -0.834190
O2 -1.350234 1.464709 0.058084
O3 1.127066 1.771795 0.123964
O4 -2.837684 3.935539 -0.494659
O5 -0.061237 1.084609 -1.895547
N1 0.316806 -0.489907 0.059641
C1 1.479002 0.580260 -3.648083
C2 -0.524237 -0.390305 2.349466
C3 -0.144099 -1.316517 1.123394
C4 0.830971 0.255002 -2.559251
C5 -1.715929 3.939255 -0.733076
C6 -1.250865 -2.259136 0.635920
C7 1.112973 -2.119358 1.577535
H1 1.867826 -1.431586 1.843512
H2 1.462102 1.524184 -4.031006
H3 2.283928 -0.089478 -4.128685
H4 0.984908 -2.741293 2.427163
H5 -2.113972 -1.732393 0.311584
H6 -0.810446 -2.857282 -0.169936
H7 -1.139451 0.420636 1.991275
H8 0.423609 -0.011596 2.714505
H9 0.971182 2.745393 0.156694
H10 0.671075 -0.714588 -2.045196
H11 1.453362 -2.643112 0.715829
H12 -1.258234 -2.804646 1.612491
H13 -1.057254 -0.927285 3.106299

Force components x, y, z for each atom (eV/Å):
S 1.92 1.67 -2.24
O 4.02 0.39 -0.95
O -1.27 0.63 0.72
O -0.32 0.68 0.45
O -1.30 0.09 -0.35
O 0.11 0.32 0.72
N 0.29 -0.29 -1.01
C 2.25 -2.76 -0.12
C 0.21 -0.80 -1.51
C 0.41 0.12 1.85
C -1.25 -1.81 0.96
C -2.73 -0.14 1.26
C 2.49 -0.32 1.95
C -1.24 0.69 -0.99
H 0.91 0.96 0.19
H -0.24 2.56 -0.89
H -1.83 0.74 0.94
H -0.54 -0.84 0.63
H -0.95 0.21 0.07
H -0.37 -0.11 0.21
H -0.27 0.18 0.29
H -0.04 0.23 0.32
H -0.36 -0.88 -0.39
H 1.28 0.23 -1.00
H 0.43 -0.85 -0.52
H -1.43 -0.51 -1.19
H -0.18 -0.37 0.57

Calculated values
SMILES ... C=CO[S@](=O)(O)=NC(C)(C)C.O=C=O
Charge ... 0
Molecular weight ... 223.3 g/mol
F_max ... 0.0807 Eh/bohr
HOMO-LUMO gap ... 10.36 eV
Relative energy (zero: lowest compared OMol25 entry of this formula, charge and spin) ... 0.0 kcal per mole